Record 1
{
  "formula": "C48H52CaGe2N9OS",
  "method": "ωB97M-V/def2-TZVPD",
  "elements": ["Ca", "C", "C", "Ge", "C", "C", "C", "C", "Ge", "C", "C", "C", "C", "C", "C", "C", "C", "C", "C", "H", "H", "H", "H", "H", "H", "H", "H", "H", "H", "H", "H", "H", "H", "H", "H", "H", "H", "H", "H", "H", "H", "H", "H", "H", "H", "C", "N", "C", "C", "C", "C", "C", "C", "C", "C", "H", "H", "H", "H", "H", "H", "H", "H", "H", "H", "H", "H", "C", "O", "C", "C", "C", "C", "C", "C", "C", "N", "C", "C", "N", "C", "C", "C", "C", "N", "C", "C", "N", "C", "C", "C", "C", "H", "H", "H", "H", "H", "H", "H", "H", "H", "H", "H", "H", "H", "H", "N", "C", "N", "C", "N", "S", "C", "N"],
  "coordinates": [[-0.952, -0.691, -0.122], [2.449, 2.224, -3.374], [2.575, 3.084, -2.127], [2.963, 2.177, -0.419], [2.032, 3.117, 1.042], [2.622, 2.844, 2.420], [4.927, 2.415, -0.157], [5.482, 1.186, -0.098], [3.908, -0.037, -0.056], [3.845, -1.441, -1.434], [5.080, -2.337, -1.525], [3.712, -0.754, 1.781], [4.154, -2.198, 1.999], [6.929, 0.901, 0.022], [7.899, 1.829, -0.363], [9.248, 1.550, -0.230], [9.664, 0.332, 0.292], [8.715, -0.605, 0.673], [7.365, -0.321, 0.531], [2.404, 2.834, -4.279], [1.539, 1.632, -3.329], [3.293, 1.537, -3.483], [1.661, 3.664, -1.980], [3.403, 3.790, -2.232], [0.974, 2.852, 1.007], [2.096, 4.182, 0.797], [2.478, 1.802, 2.713], [2.162, 3.467, 3.192], [3.698, 3.028, 2.441], [5.526, 3.327, -0.113], [3.690, -0.931, -2.388], [2.949, -2.034, -1.243], [5.979, -1.757, -1.741], [4.965, -3.078, -2.320], [5.255, -2.885, -0.599], [2.658, -0.669, 2.046], [4.264, -0.067, 2.429], [3.658, -2.880, 1.308], [3.910, -2.539, 3.008], [5.232, -2.323, 1.872], [7.586, 2.775, -0.785], [9.981, 2.284, -0.542], [10.720, 0.112, 0.391], [9.023, -1.561, 1.077], [6.628, -1.060, 0.825], [-2.048, -1.152, -3.677], [-1.026, -1.544, -2.720], [0.296, -1.326, -3.282], [-1.188, -2.960, -2.338], [-2.469, -3.194, -1.571], [-3.383, -4.132, -2.037], [-4.565, -4.351, -1.343], [-4.814, -3.613, -0.195], [-3.885, -2.670, 0.235], [-2.672, -2.411, -0.419], [-1.943, -1.708, -4.624], [-1.965, -0.085, -3.889], [-3.034, -1.365, -3.266], [0.479, -1.971, -4.158], [1.062, -1.538, -2.536], [0.395, -0.287, -3.587], [-0.328, -3.219, -1.712], [-1.137, -3.597, -3.239], [-3.175, -4.696, -2.943], [-5.281, -5.086, -1.695], [-5.731, -3.775, 0.361], [-4.137, -2.109, 1.137], [-9.613, 4.923, 9.511], [-9.895, 4.647, 8.155], [-8.879, 4.172, 7.385], [-7.586, 3.949, 7.843], [-6.628, 3.459, 6.962], [-6.936, 3.186, 5.638], [-8.240, 3.418, 5.195], [-9.199, 3.904, 6.054], [-5.947, 2.664, 4.689], [-6.171, 2.453, 3.414], [-4.988, 1.960, 2.918], [-4.042, 1.877, 3.908], [-4.667, 2.333, 5.047], [-2.713, 1.402, 3.692], [-1.714, 1.325, 4.669], [-0.477, 0.841, 4.328], [-0.265, 0.423, 3.010], [-1.189, 0.491, 2.075], [-2.401, 0.983, 2.385], [-3.394, 1.077, 1.310], [-3.012, 0.685, 0.082], [-3.879, 0.771, -0.902], [-5.185, 1.243, -0.736], [-5.592, 1.640, 0.511], [-4.682, 1.564, 1.572], [-10.542, 5.282, 9.946], [-8.845, 5.695, 9.608], [-9.291, 4.022, 10.040], [-7.309, 4.150, 8.867], [-5.628, 3.300, 7.346], [-8.481, 3.206, 4.163], [-10.211, 4.084, 5.718], [-4.272, 2.392, 5.966], [-1.914, 1.642, 5.686], [0.323, 0.765, 5.051], [0.686, 0.005, 2.707], [-3.533, 0.448, -1.876], [-5.849, 1.286, -1.588], [-6.591, 2.011, 0.698], [0.674, -2.046, 0.780], [0.778, -3.045, 1.388], [1.038, -4.142, 1.976], [0.356, -4.634, 2.984], [-0.176, -5.149, 3.875], [-1.561, 3.352, -1.949], [-0.624, 2.129, -1.401], [0.075, 1.269, -1.013]],
  "e_tot_ev": -208389.241,
  "e_lumo_ev": 1.587,
  "charge": -1,
  "spin_multiplicity": 1,
  "relative_energy_ev": 1.042
}


Record 2
{
  "formula": "C48H52FN3O7PSY",
  "method": "ωB97M-V/def2-TZVPD",
  "elements": ["Y", "C", "C", "C", "C", "C", "C", "C", "C", "C", "C", "C", "C", "C", "C", "C", "C", "C", "H", "H", "H", "H", "H", "H", "H", "H", "H", "H", "H", "H", "H", "H", "H", "H", "H", "H", "H", "H", "H", "H", "H", "H", "H", "H", "H", "H", "H", "C", "C", "C", "C", "C", "C", "P", "C", "C", "C", "C", "C", "C", "C", "C", "C", "C", "C", "C", "H", "H", "H", "H", "H", "H", "H", "H", "H", "H", "H", "H", "H", "H", "H", "O", "S", "O", "N", "C", "O", "C", "C", "C", "C", "C", "C", "H", "H", "H", "H", "F", "C", "C", "N", "C", "C", "O", "O", "C", "O", "N", "C", "O", "H", "H", "H", "H"],
  "coordinates": [[-0.270, 0.591, 0.820], [0.312, 0.497, 3.162], [-0.562, -0.653, 3.161], [0.274, -1.790, 2.984], [1.609, -1.312, 2.876], [1.653, 0.072, 3.048], [2.898, 0.936, 3.132], [4.136, 0.066, 3.358], [3.093, 1.711, 1.826], [2.761, 1.923, 4.296], [-0.017, -3.291, 2.967], [-0.522, -3.749, 4.346], [-0.990, -3.682, 1.846], [1.278, -4.081, 2.735], [-2.001, -0.416, 3.660], [-3.051, -1.490, 3.368], [-1.943, -0.196, 5.180], [-2.548, 0.867, 3.005], [0.019, 1.463, 3.551], [2.475, -1.937, 2.730], [4.322, -0.591, 2.505], [4.027, -0.556, 4.248], [5.016, 0.699, 3.489], [3.100, 1.011, 0.986], [4.054, 2.233, 1.813], [2.304, 2.450, 1.677], [2.607, 1.393, 5.237], [1.916, 2.596, 4.141], [3.663, 2.532, 4.386], [-1.440, -3.259, 4.652], [0.233, -3.539, 5.107], [-0.703, -4.827, 4.338], [-2.000, -3.327, 2.015], [-1.028, -4.771, 1.751], [-0.660, -3.271, 0.889], [1.997, -3.928, 3.542], [1.758, -3.805, 1.798], [1.045, -5.147, 2.695], [-2.834, -2.438, 3.848], [-3.176, -1.656, 2.302], [-4.009, -1.147, 3.769], [-1.556, -1.088, 5.676], [-2.941, 0.010, 5.578], [-1.289, 0.639, 5.435], [-2.520, 0.817, 1.903], [-2.044, 1.778, 3.329], [-3.611, 0.974, 3.229], [5.622, 1.705, -2.338], [5.318, 0.419, -2.762], [4.062, -0.117, -2.524], [3.095, 0.630, -1.854], [3.414, 1.915, -1.423], [4.668, 2.455, -1.668], [1.401, 0.005, -1.573], [0.501, 0.664, -3.022], [0.883, 1.864, -3.620], [0.148, 2.385, -4.674], [-0.971, 1.717, -5.145], [-1.359, 0.524, -4.554], [-0.630, 0.006, -3.496], [1.542, -1.781, -1.888], [1.523, -2.313, -3.177], [1.715, -3.671, -3.377], [1.942, -4.507, -2.293], [1.969, -3.983, -1.010], [1.762, -2.626, -0.804], [6.605, 2.118, -2.523], [6.062, -0.171, -3.282], [3.839, -1.123, -2.855], [2.677, 2.509, -0.892], [4.898, 3.456, -1.327], [1.759, 2.397, -3.277], [0.454, 3.319, -5.126], [-1.545, 2.127, -5.965], [-2.237, -0.005, -4.906], [-0.935, -0.924, -3.037], [1.363, -1.668, -4.030], [1.690, -4.073, -4.381], [2.092, -5.567, -2.447], [2.141, -4.638, -0.167], [1.772, -2.228, 0.206], [-2.262, 2.934, -2.408], [-2.616, 3.048, -1.025], [-3.887, 2.524, -0.607], [-1.430, 2.443, -0.066], [-0.847, 3.387, 0.691], [0.065, 3.069, 1.474], [-1.407, 4.747, 0.488], [-1.054, 5.931, 1.110], [-1.748, 7.079, 0.752], [-2.764, 7.035, -0.200], [-3.118, 5.844, -0.823], [-2.418, 4.714, -0.455], [-0.264, 5.947, 1.849], [-1.500, 8.023, 1.219], [-3.289, 7.946, -0.457], [-3.907, 5.805, -1.560], [-7.587, 0.274, 0.168], [-6.878, -0.281, -0.824], [-5.551, -0.156, -0.878], [-4.807, -0.718, -1.893], [-3.364, -0.578, -1.906], [-2.714, -1.051, -0.610], [-3.321, -1.746, 0.174], [-1.476, -0.652, -0.466], [-5.397, -1.433, -2.912], [-4.779, -1.928, -3.834], [-6.769, -1.542, -2.812], [-7.616, -1.022, -1.834], [-8.812, -1.191, -1.876], [-5.006, 0.406, -0.136], [-3.064, 0.442, -2.145], [-3.008, -1.221, -2.710], [-7.213, -2.064, -3.554]],
  "e_tot_ev": -93313.098,
  "e_lumo_ev": -0.476,
  "spin_multiplicity": 1,
  "relative_energy_ev": 1.055
}


Record 3
{
  "formula": "C48H52KN11O3S3Si",
  "method": "ωB97M-V/def2-TZVPD",
  "elements": ["K", "C", "C", "N", "N", "C", "O", "C", "C", "C", "C", "C", "C", "C", "C", "C", "C", "C", "N", "H", "H", "H", "H", "H", "H", "H", "H", "H", "H", "H", "H", "C", "C", "N", "N", "C", "S", "N", "N", "H", "H", "H", "H", "H", "H", "O", "N", "C", "C", "C", "C", "C", "S", "H", "H", "H", "H", "N", "H", "H", "H", "S", "C", "C", "C", "N", "C", "C", "C", "C", "C", "N", "C", "C", "H", "H", "H", "H", "H", "H", "H", "H", "C", "C", "C", "C", "Si", "O", "C", "C", "C", "C", "C", "C", "C", "C", "C", "C", "C", "C", "H", "H", "H", "H", "H", "H", "H", "H", "H", "H", "H", "H", "H", "H", "H", "H", "H", "H", "H"],
  "coordinates": [[-1.399, -0.729, 0.800], [-5.078, 0.214, 3.151], [-3.561, 0.428, 3.032], [-2.753, -0.531, 3.098], [-3.187, -1.796, 3.338], [-2.133, -2.664, 3.673], [-0.901, -2.441, 3.587], [-2.561, -3.966, 4.157], [-1.608, -4.956, 4.416], [-1.897, -6.234, 4.846], [-3.295, -6.609, 5.004], [-4.260, -5.595, 4.882], [-3.874, -4.320, 4.475], [-3.022, 1.721, 2.534], [-3.796, 2.848, 2.326], [-3.165, 3.960, 1.823], [-1.812, 3.988, 1.499], [-1.135, 2.877, 1.886], [-1.662, 1.718, 2.322], [-5.493, 0.888, 3.923], [-5.135, -0.807, 3.498], [-5.685, 0.303, 2.223], [-0.608, -4.670, 4.225], [-1.086, -6.858, 5.113], [-3.488, -7.593, 5.377], [-5.253, -5.806, 5.211], [-4.600, -3.490, 4.538], [-4.818, 2.837, 2.582], [-3.698, 4.891, 1.611], [-1.275, 4.879, 1.117], [-0.064, 2.754, 1.763], [1.732, 1.068, -3.661], [0.324, 0.816, -3.685], [-0.439, 0.571, -4.701], [-1.722, 0.593, -4.216], [-1.788, 0.776, -2.878], [-3.114, 0.844, -1.932], [-0.465, 0.925, -2.530], [-0.139, 1.138, -1.140], [2.055, 1.115, -4.723], [2.340, 0.298, -3.091], [1.897, 2.038, -3.160], [-2.514, 0.395, -4.774], [0.409, 1.974, -1.003], [0.401, 0.386, -0.813], [0.463, -1.616, -1.435], [1.382, -2.548, -1.203], [1.314, -3.697, -1.886], [2.176, -4.750, -1.655], [3.207, -4.602, -0.728], [3.211, -3.434, 0.030], [2.304, -2.350, -0.201], [2.261, -0.862, 0.600], [0.418, -3.727, -2.500], [2.041, -5.604, -2.315], [3.909, -5.403, -0.468], [3.971, -3.215, 0.807], [1.345, 0.287, 3.712], [1.076, 1.256, 3.605], [0.544, -0.257, 3.919], [1.685, -0.021, 2.795], [-1.860, -8.033, 1.586], [-1.817, -6.248, 1.275], [-0.625, -5.609, 1.118], [-0.632, -4.208, 0.851], [-1.784, -3.561, 0.870], [-2.994, -4.224, 1.039], [-3.046, -5.604, 1.206], [-1.552, -8.767, 0.054], [-1.294, -10.146, -0.007], [-0.945, -10.758, -1.229], [-0.834, -10.144, -2.427], [-1.043, -8.839, -2.287], [-1.461, -8.124, -1.193], [0.322, -6.131, 1.218], [0.286, -3.688, 0.611], [-3.828, -3.532, 0.989], [-3.993, -6.116, 1.143], [-1.250, -10.717, 0.926], [-0.666, -11.827, -1.245], [-0.880, -8.236, -3.208], [-1.651, -7.050, -1.190], [4.183, 4.200, -3.476], [3.848, 4.501, -2.019], [4.314, 3.284, -1.234], [4.824, 5.610, -1.581], [1.988, 4.975, -1.622], [1.069, 3.742, -1.473], [1.456, 6.075, -3.069], [0.465, 5.471, -3.848], [-0.160, 6.043, -4.896], [0.197, 7.343, -5.228], [1.262, 7.948, -4.571], [1.908, 7.322, -3.511], [2.096, 6.087, -0.096], [1.668, 5.297, 1.016], [1.702, 5.881, 2.308], [2.053, 7.196, 2.493], [2.440, 7.959, 1.452], [2.556, 7.397, 0.189], [5.235, 3.999, -3.460], [3.968, 5.018, -4.128], [3.639, 3.343, -3.834], [5.397, 3.099, -1.221], [3.846, 2.341, -1.512], [4.132, 3.500, -0.151], [5.784, 5.317, -2.136], [4.940, 5.611, -0.480], [4.581, 6.633, -1.914], [0.356, 4.434, -3.699], [-0.918, 5.452, -5.570], [-0.228, 7.906, -6.030], [1.723, 8.885, -4.904], [2.694, 7.926, -3.049], [1.275, 4.317, 0.796], [1.407, 5.185, 3.158], [2.014, 7.603, 3.462], [2.708, 9.044, 1.447], [3.139, 7.986, -0.508]],
  "e_tot_ev": -129863.104,
  "e_lumo_ev": 3.276,
  "charge": -2,
  "spin_multiplicity": 1,
  "relative_energy_ev": 2.065
}


Record 4
{
  "formula": "C48H53ClMgN2O2P2S3Si2Te",
  "method": "ωB97M-V/def2-TZVPD",
  "elements": ["Mg", "S", "P", "C", "P", "S", "C", "C", "C", "C", "C", "C", "C", "C", "C", "C", "C", "C", "C", "C", "C", "C", "C", "C", "C", "C", "C", "C", "C", "C", "H", "H", "H", "H", "H", "H", "H", "H", "H", "H", "H", "H", "H", "H", "H", "H", "H", "H", "H", "H", "O", "S", "O", "N", "C", "C", "C", "C", "C", "C", "C", "C", "N", "C", "C", "C", "C", "C", "C", "C", "H", "H", "H", "H", "H", "H", "H", "H", "H", "H", "H", "Cl", "C", "Si", "C", "C", "C", "Te", "C", "Si", "C", "C", "C", "H", "H", "H", "H", "H", "H", "H", "H", "H", "H", "H", "H", "H", "H", "H", "H", "H", "H", "H", "H", "H", "H"],
  "coordinates": [[-0.579, -0.911, -0.132], [1.423, -1.650, 3.267], [-0.562, -1.373, 3.261], [-1.293, -0.549, 1.983], [-2.942, -0.686, 1.653], [-3.477, -2.090, 0.340], [-4.068, -0.712, 3.114], [-3.990, 0.277, 4.090], [-4.791, 0.223, 5.220], [-5.695, -0.820, 5.382], [-5.793, -1.801, 4.406], [-4.982, -1.746, 3.280], [-3.459, 0.944, 0.966], [-2.668, 2.065, 1.193], [-3.050, 3.311, 0.714], [-4.233, 3.444, 0.004], [-5.023, 2.326, -0.236], [-4.634, 1.083, 0.234], [-1.349, -3.007, 3.548], [-2.399, -3.223, 4.433], [-3.015, -4.467, 4.515], [-2.591, -5.506, 3.702], [-1.554, -5.291, 2.800], [-0.938, -4.055, 2.722], [-0.834, -0.488, 4.860], [-0.664, -1.097, 6.102], [-0.764, -0.361, 7.272], [-1.010, 1.006, 7.221], [-1.151, 1.627, 5.989], [-1.068, 0.881, 4.821], [-3.291, 1.095, 3.970], [-4.701, 0.994, 5.977], [-6.320, -0.866, 6.267], [-6.493, -2.620, 4.523], [-5.032, -2.517, 2.519], [-1.727, 1.926, 1.715], [-2.404, 4.168, 0.871], [-4.528, 4.412, -0.386], [-5.931, 2.419, -0.821], [-5.214, 0.197, 0.005], [-2.767, -2.413, 5.051], [-3.838, -4.613, 5.206], [-3.075, -6.475, 3.755], [-1.230, -6.088, 2.140], [-0.135, -3.886, 2.013], [-0.435, -2.155, 6.150], [-0.639, -0.856, 8.229], [-1.084, 1.582, 8.137], [-1.331, 2.695, 5.931], [-1.180, 1.349, 3.848], [-1.475, -1.270, -2.426], [-1.661, 0.155, -2.611], [-2.985, 0.713, -2.477], [-0.577, 0.728, -1.618], [-0.400, 2.058, -1.334], [-0.899, 3.145, -2.020], [-0.594, 4.456, -1.599], [0.191, 4.701, -0.509], [0.720, 3.609, 0.227], [1.508, 3.759, 1.391], [1.953, 2.648, 2.047], [1.627, 1.370, 1.540], [0.907, 1.200, 0.460], [0.442, 2.293, -0.190], [-1.186, 0.535, -4.292], [-2.123, 1.060, -5.168], [-1.751, 1.343, -6.476], [-0.450, 1.107, -6.898], [0.481, 0.579, -6.013], [0.114, 0.289, -4.708], [-1.561, 3.006, -2.864], [-1.013, 5.286, -2.158], [0.409, 5.713, -0.187], [1.739, 4.757, 1.749], [2.545, 2.720, 2.950], [1.943, 0.467, 2.055], [-3.127, 1.246, -4.809], [-2.481, 1.752, -7.164], [-0.162, 1.332, -7.918], [1.497, 0.388, -6.337], [0.823, -0.141, -4.011], [0.965, -2.695, -0.492], [1.631, -3.741, -3.814], [3.420, -3.217, -3.915], [3.663, -2.110, -5.427], [4.494, -4.758, -4.166], [4.002, -2.295, -2.392], [2.775, -0.575, -2.029], [4.012, 0.790, -3.184], [5.191, 1.743, -2.098], [6.185, 2.985, -3.127], [4.239, 2.702, -0.798], [6.409, 0.576, -1.265], [1.353, -4.258, -4.739], [0.963, -2.888, -3.674], [1.447, -4.406, -2.969], [3.467, -2.676, -6.343], [4.678, -1.712, -5.490], [2.969, -1.267, -5.401], [4.214, -5.288, -5.080], [4.380, -5.449, -3.329], [5.553, -4.496, -4.240], [5.033, -1.947, -2.500], [3.936, -2.893, -1.483], [3.315, 1.484, -3.667], [4.496, 0.219, -3.978], [5.521, 3.706, -3.610], [6.760, 2.486, -3.911], [6.885, 3.543, -2.500], [3.435, 3.294, -1.244], [4.899, 3.386, -0.258], [3.773, 2.031, -0.074], [6.988, 0.003, -1.993], [5.888, -0.131, -0.615], [7.112, 1.145, -0.650]],
  "e_tot_ev": -149820.077,
  "e_lumo_ev": 3.573,
  "charge": -2,
  "spin_multiplicity": 1,
  "relative_energy_ev": 0.858
}